(1)
Here is a cluster of 2 separate species, CH4N2O2S in total in a non-equilibrium geometry from the OMol25 dataset. Energies are from ωB97M-V/def2-TZVPD.

Properties
Relative energy (zero: lowest compared OMol25 entry of this formula, charge and spin)   125.90 kcal/mol
Maximum force   0.061 hartree/bohr
E_HOMO (spin up / spin down)   -9.99 / -8.42 eV
Lowest unoccupied orbital energy (spin up / spin down)   -1.27 / -2.49 eV
Electronic energy   -698.47468 Ha

ORCA input file:
```
! RIJCOSX wB97M-V def2-TZVPD def2/J DEFGRID3
* xyz 0 1
O 1.833 1.057 0.966
H 0.221 0.123 -1.535
C 0.659 0.040 -0.557
H -2.322 0.858 -0.818
H 0.390 -1.859 0.382
N 1.148 1.269 -0.074
O 0.943 2.316 -0.627
H 1.636 -0.527 0.961
S -2.210 1.088 0.507
N 0.972 -1.035 0.178
*
```

***

(2)
Here is a structure of composition C42H28MgN5O4S3Sb in a non-equilibrium geometry from the OMol25 dataset. Energies are from ωB97M-V/def2-TZVPD.

Properties
Relative energy (zero: lowest compared OMol25 entry of this formula, charge and spin)   175.35 kcal/mol
Maximum force   0.302 hartree/bohr
E_HOMO (spin up / spin down)   -0.22 / -0.23 eV
Lowest unoccupied orbital energy (spin up / spin down)   3.35 / 3.35 eV
Electronic energy   -3826.61432 Ha

ORCA input file:
```
! RIJCOSX wB97M-V def2-TZVPD def2/J DEFGRID3
* xyz -2 1
C 3.866 -2.335 2.957
H 1.671 4.368 5.115
C -2.503 5.156 -1.842
C -3.757 -2.811 1.424
C -4.471 0.842 2.430
H -3.678 1.471 2.046
C 1.433 3.970 4.137
N -1.505 -1.617 0.233
C 1.629 2.613 3.866
C 3.279 3.008 -3.440
H -4.449 3.979 0.688
C -1.909 -5.672 -0.145
H -2.471 2.524 1.006
H -7.355 0.482 4.129
C 3.607 4.355 -3.258
Sb 0.322 2.094 -0.311
C 2.077 4.472 -1.383
C 0.922 4.813 3.145
H 0.228 -6.594 -1.589
C -1.730 -2.917 0.170
C -4.529 -0.533 2.248
S 2.266 -0.619 -2.219
C 0.813 2.940 1.605
C -1.368 3.383 -0.636
H -3.738 -5.550 0.989
C -3.594 4.079 0.032
C -2.905 -4.994 0.566
C 2.601 -6.640 -3.041
C -2.477 3.257 0.210
H 1.468 1.046 2.400
H 5.388 -5.525 -4.565
C 1.746 3.121 -1.561
H -4.614 -3.305 1.871
H -5.702 2.409 3.426
H 4.137 -7.807 -4.155
H 0.762 5.862 3.357
C -5.567 1.363 3.179
C -6.443 0.376 3.557
O 3.639 -0.939 -1.803
C 1.913 -1.256 1.948
C 1.161 -3.344 -1.658
H -0.955 0.094 0.512
S 3.658 -4.335 -3.330
H 1.621 5.052 -0.599
H -2.208 0.163 0.938
S -5.944 -1.159 3.011
C 3.006 5.086 -2.230
H -2.514 5.890 -2.637
H 4.324 4.831 -3.915
H 1.940 -7.451 -2.763
C -3.607 5.029 -0.994
N 2.690 0.239 5.018
H 3.258 6.129 -2.090
H -1.976 -6.750 -0.270
Mg 0.137 -0.713 -0.629
C 1.264 -4.716 -1.932
N 4.702 -3.138 2.917
O 1.667 0.382 -1.381
C 2.760 -0.481 4.110
N 0.160 -2.750 -0.956
H -0.542 4.441 -2.331
H 0.201 4.959 1.132
H 3.742 2.442 -4.238
C 0.229 -5.521 -1.425
H 1.906 -2.631 -2.002
O 2.237 -0.240 -3.638
H 2.102 1.351 -2.741
O 1.351 -1.687 -1.927
C 2.846 -1.357 3.005
C 3.792 -6.845 -3.797
C 0.610 4.299 1.883
C -2.820 -3.598 0.730
H 2.020 1.959 4.635
C 1.318 2.099 2.603
C 4.462 -5.668 -4.024
H -4.472 5.665 -1.131
C 2.353 2.394 -2.593
N 1.147 -1.173 1.081
C -1.385 4.334 -1.666
C -0.779 -3.564 -0.509
C -0.828 -4.953 -0.693
C -2.436 -0.899 0.913
C -3.582 -1.420 1.532
C 2.381 -5.311 -2.703
*
```

***

(3)
Here is a cluster of 2 separate species, C3H11N2S2 in total in a non-equilibrium geometry from the OMol25 dataset. Energies are from ωB97M-V/def2-TZVPD.

Properties
Relative energy (zero: lowest compared OMol25 entry of this formula, charge and spin)   14.91 kcal/mol
Maximum force   0.037 hartree/bohr
E_HOMO   -12.73 eV
Lowest unoccupied orbital energy   -3.47 eV
Electronic energy   -1026.54629 Ha

ORCA input file:
```
! RIJCOSX wB97M-V def2-TZVPD def2/J DEFGRID3
* xyz 1 1
H 0.410 0.650 -2.779
C -1.230 -1.477 1.263
H 3.495 -1.177 -0.373
N -1.220 2.004 0.271
N -1.182 -0.293 0.398
H -0.442 -0.317 -0.307
H -0.465 2.049 -0.472
H -1.995 -1.193 1.980
C -1.687 0.866 0.745
H -0.260 -1.642 1.748
H 1.923 -1.632 -1.100
H 1.961 -0.434 0.188
S 2.838 0.528 -1.810
H -1.588 2.858 0.665
S 1.018 1.493 -1.884
H -1.625 -2.282 0.659
H -2.464 0.824 1.474
C 2.514 -0.824 -0.667
*
```

***

(4)
Here is an isolated molecule of C4H12N2O in a non-equilibrium geometry from the OMol25 dataset. Energies are from ωB97M-V/def2-TZVPD.

Properties
SMILES   C[C@H](N)CNCO
Relative energy (zero: lowest compared OMol25 entry of this formula, charge and spin)   63.49 kcal/mol
Maximum force   0.089 hartree/bohr
E_HOMO   -9.04 eV
Lowest unoccupied orbital energy   0.97 eV
Electronic energy   -344.28385 Ha

ORCA input file:
```
! RIJCOSX wB97M-V def2-TZVPD def2/J DEFGRID3
* xyz 0 1
C -0.803 -0.188 0.147
H -1.851 1.206 -2.940
H 2.223 -1.170 2.058
C -1.894 0.802 -1.849
H 1.202 -0.430 -0.030
H -0.213 -0.308 2.667
H 0.651 1.141 1.995
C 0.639 0.062 1.904
H -1.503 -1.068 -0.091
H -0.125 1.478 -0.949
H -1.350 0.346 0.913
C -0.534 0.580 -1.217
N 0.448 -0.653 0.658
H -2.205 -0.243 -2.245
H -2.538 1.406 -1.129
O 1.897 -0.371 2.501
H 0.143 -1.097 -1.938
H 0.307 -0.014 -3.002
N 0.357 -0.177 -1.977
*
```

***

(5)
Here is an isolated molecule of C5H9NO2S in a non-equilibrium geometry from the OMol25 dataset. Energies are from ωB97M-V/def2-TZVPD.

Properties
Relative energy (zero: lowest compared OMol25 entry of this formula, charge and spin)   125.00 kcal/mol
Maximum force   0.074 hartree/bohr
E_HOMO   -10.00 eV
Lowest unoccupied orbital energy   -0.67 eV
Electronic energy   -799.15961 Ha

ORCA input file:
```
! RIJCOSX wB97M-V def2-TZVPD def2/J DEFGRID3
* xyz 0 1
C 0.838 0.262 -0.580
H -2.078 -1.161 -0.126
H -0.777 1.453 -1.322
H 0.857 2.169 -1.680
C 0.198 1.240 -1.584
H 1.402 -0.089 2.798
H 1.757 -0.078 -1.004
H -1.495 0.616 1.946
S -0.237 -1.570 -0.996
C 0.449 0.305 0.702
C 0.609 -0.230 2.065
H 0.168 0.663 -2.502
H -0.350 1.974 1.640
O 0.196 -2.478 0.003
C -0.459 0.829 1.785
H 0.236 -1.175 2.156
O 0.409 -1.581 -2.240
N -1.724 -1.147 -1.060
*
```

***

(6)
Here is a cluster of 5 separate species, C10H28BrO6 in total in a non-equilibrium geometry from the OMol25 dataset. Energies are from ωB97M-V/def2-TZVPD.

Properties
Relative energy (zero: lowest compared OMol25 entry of this formula, charge and spin)   0.00 kcal/mol
Maximum force   0.045 hartree/bohr
E_HOMO   -5.70 eV
Lowest unoccupied orbital energy   3.06 eV
Electronic energy   -3423.33292 Ha

ORCA input file:
```
! RIJCOSX wB97M-V def2-TZVPD def2/J DEFGRID3
* xyz -1 1
H 2.638 -1.356 0.268
H 2.802 -2.942 2.123
H 4.757 -2.438 0.234
H 5.387 -1.516 1.652
H 3.587 -1.686 3.113
C -1.747 -1.503 3.126
H -3.909 -1.483 2.865
H -1.641 2.393 -0.290
H 2.147 0.433 1.478
C -3.089 -0.826 3.154
H -3.414 4.334 -1.267
H -3.133 0.011 2.457
H 0.660 -0.970 -5.375
H 0.440 1.070 -6.014
C -0.303 -0.513 -5.147
C -2.751 3.488 -1.451
H 0.432 -0.767 -1.998
H -3.172 2.774 -2.158
H -0.410 -0.345 2.315
C -1.384 4.083 -2.023
H -0.718 -3.149 4.102
H -3.182 -0.367 4.138
O -0.420 0.642 -6.016
H 0.411 0.811 -3.577
C -0.182 -0.096 -3.699
O -0.661 -0.610 3.203
H 5.196 -0.765 0.116
O -0.473 3.157 -2.489
H 1.884 -1.618 2.706
C 3.292 -1.135 1.112
C 4.734 -1.495 0.780
H -0.942 4.739 -1.273
Br 0.062 0.629 0.194
H -1.604 -2.008 2.171
H -1.304 -1.879 5.240
O -2.505 2.803 -0.202
O 3.088 0.264 1.393
O 0.364 -1.162 -2.871
C 2.869 -1.871 2.314
C -1.514 -2.439 4.329
H -1.629 4.758 -2.843
H -2.389 -3.076 4.464
H -1.147 0.199 -3.288
H -1.062 -1.276 -5.320
H -0.065 2.705 -1.747
*
```

***

Copy entry 1 word for word.
Here is a cluster of 2 separate species, CH4N2O2S in total in a non-equilibrium geometry from the OMol25 dataset. Energies are from ωB97M-V/def2-TZVPD.

Properties
Relative energy (zero: lowest compared OMol25 entry of this formula, charge and spin)   125.90 kcal/mol
Maximum force   0.061 hartree/bohr
E_HOMO (spin up / spin down)   -9.99 / -8.42 eV
Lowest unoccupied orbital energy (spin up / spin down)   -1.27 / -2.49 eV
Electronic energy   -698.47468 Ha

ORCA input file:
```
! RIJCOSX wB97M-V def2-TZVPD def2/J DEFGRID3
* xyz 0 1
O 1.833 1.057 0.966
H 0.221 0.123 -1.535
C 0.659 0.040 -0.557
H -2.322 0.858 -0.818
H 0.390 -1.859 0.382
N 1.148 1.269 -0.074
O 0.943 2.316 -0.627
H 1.636 -0.527 0.961
S -2.210 1.088 0.507
N 0.972 -1.035 0.178
*
```

***

> Which of these has the lowest relative energy (zero: lowest compared OMol25 entry of this formula, charge and spin)?

C10H28BrO6

***

Copy entry 6 word for word.
Here is a cluster of 5 separate species, C10H28BrO6 in total in a non-equilibrium geometry from the OMol25 dataset. Energies are from ωB97M-V/def2-TZVPD.

Properties
Relative energy (zero: lowest compared OMol25 entry of this formula, charge and spin)   0.00 kcal/mol
Maximum force   0.045 hartree/bohr
E_HOMO   -5.70 eV
Lowest unoccupied orbital energy   3.06 eV
Electronic energy   -3423.33292 Ha

ORCA input file:
```
! RIJCOSX wB97M-V def2-TZVPD def2/J DEFGRID3
* xyz -1 1
H 2.638 -1.356 0.268
H 2.802 -2.942 2.123
H 4.757 -2.438 0.234
H 5.387 -1.516 1.652
H 3.587 -1.686 3.113
C -1.747 -1.503 3.126
H -3.909 -1.483 2.865
H -1.641 2.393 -0.290
H 2.147 0.433 1.478
C -3.089 -0.826 3.154
H -3.414 4.334 -1.267
H -3.133 0.011 2.457
H 0.660 -0.970 -5.375
H 0.440 1.070 -6.014
C -0.303 -0.513 -5.147
C -2.751 3.488 -1.451
H 0.432 -0.767 -1.998
H -3.172 2.774 -2.158
H -0.410 -0.345 2.315
C -1.384 4.083 -2.023
H -0.718 -3.149 4.102
H -3.182 -0.367 4.138
O -0.420 0.642 -6.016
H 0.411 0.811 -3.577
C -0.182 -0.096 -3.699
O -0.661 -0.610 3.203
H 5.196 -0.765 0.116
O -0.473 3.157 -2.489
H 1.884 -1.618 2.706
C 3.292 -1.135 1.112
C 4.734 -1.495 0.780
H -0.942 4.739 -1.273
Br 0.062 0.629 0.194
H -1.604 -2.008 2.171
H -1.304 -1.879 5.240
O -2.505 2.803 -0.202
O 3.088 0.264 1.393
O 0.364 -1.162 -2.871
C 2.869 -1.871 2.314
C -1.514 -2.439 4.329
H -1.629 4.758 -2.843
H -2.389 -3.076 4.464
H -1.147 0.199 -3.288
H -1.062 -1.276 -5.320
H -0.065 2.705 -1.747
*
```